Below is a single C4H9Cl molecule in a non-equilibrium geometry, with properties calculated with wB97M-V/def2-TZVPD.

Its net charge is 0. As for the LUMO energy: 0.0348 Ha. The HOMO-LUMO gap is 11.403 eV. The value obtained for the energy above the lowest of the compared OMol25 structures with the same formula, charge and spin is 204.3 kJ/mol. Its largest force on an atom is 5.75 eV/A. As for the SMILES: CC(C)CCl.

```
14
C4H9Cl | OMol25 | wB97M-V/def2-TZVPD
C 0.528 1.355 -0.388
C 0.289 0.026 0.441
C 0.820 -1.147 -0.595
C -1.274 -0.207 0.769
H -0.305 1.506 -1.260
H 0.472 2.154 0.490
H 1.513 1.479 -0.785
H 0.979 -0.173 1.241
H 1.920 -1.415 -0.572
H 0.386 -2.067 -0.264
H 0.528 -0.958 -1.586
H -1.507 -1.021 1.443
H -1.578 0.475 1.491
Cl -2.771 -0.007 -0.425
```